C3H11N3S | ωB97M-V/def2-TZVPD

```
! wB97M-V def2-TZVPD RIJCOSX def2/J DEFGRID3
* xyz 2 1
C -2.19049 0.79891 0.37138
C -1.08283 -1.06784 -0.02665
C 3.47998 -0.14017 0.16268
N -1.65212 -0.33445 1.05387
N -1.01821 1.25202 -0.36075
N -0.26247 0.10204 -0.74349
S 1.85366 0.28636 0.64174
H -2.83259 0.35861 -0.44853
H -2.71062 1.62515 0.98997
H -0.25660 -1.71579 0.29743
H -1.86106 -1.61592 -0.69279
H 4.09947 0.29948 0.91745
H 3.82821 0.15970 -0.90677
H 3.58136 -1.20427 0.09825
H -2.26390 -0.62875 1.81011
H -1.14251 2.06067 -1.00436
H -0.26870 1.76340 0.33296
H -0.18921 -0.14096 -1.81915
*
```

Summary:
- ΔE to the lowest compared entry with this formula, charge and spin: 5.208 eV
- HOMO level (alpha / beta): -0.670 / -0.670 Eh
- LUMO (alpha / beta): -11.78 / -11.86 eV
- Orbital gap (alpha / beta): 6.440 / 6.366 eV
- Molar mass: 121.21 g/mol